[1]
Computed, not measured: a structure of composition C16H14N6O6SV, with wB97M-V/def2-TZVPD.

Calculated values
- Orbital gap (spin up / spin down): 5.23 / 5.94 eV
- Spin multiplicity: 2
- DFT total energy: -74553.831 eV
- Net charge: +2

The geometry in XYZ format:
```
44
C16H14N6O6SV wB97M-V/def2-TZVPD
V -0.39 0.02 -0.38
N -1.36 -1.15 -7.40
C -1.36 -1.36 -6.08
C -1.32 -0.26 -5.18
C -1.33 -0.48 -3.83
C -1.37 -1.79 -3.33
C -1.41 -2.90 -4.21
C -1.40 -2.68 -5.56
S -1.36 -2.11 -1.67
O -1.97 -0.88 -0.95
O -1.85 -3.38 -1.31
N 0.10 -1.75 -0.99
C 1.33 -1.41 -1.55
N 1.57 -0.19 -1.05
C 2.71 0.43 -1.39
C 3.59 -0.23 -2.22
C 3.22 -1.49 -2.70
N 2.07 -2.10 -2.37
H -1.38 -0.22 -7.78
H -1.43 -1.92 -8.05
H -1.32 0.74 -5.57
H -1.37 0.38 -3.16
H -1.45 -3.90 -3.82
H -1.43 -3.52 -6.24
H 2.89 1.42 -1.00
H 4.53 0.22 -2.51
H 3.87 -2.05 -3.36
C -0.61 -1.97 2.86
C -0.69 -0.50 2.71
N -0.53 0.20 1.58
C -0.71 1.55 1.89
C -0.97 1.66 3.22
N -0.95 0.37 3.69
C -1.25 2.78 4.19
O -1.21 4.01 3.73
O -1.46 2.47 5.32
C -0.62 2.50 0.77
O -0.80 3.67 0.84
O -0.33 1.81 -0.39
H -0.43 -2.44 1.90
H -1.54 -2.36 3.28
H 0.21 -2.23 3.53
H -1.12 0.16 4.67
H -1.02 4.08 2.78
```

=====

[2]
Computed, not measured: a cluster of 6 separate species, C17H23Cl12 in total at a distorted geometry, with wB97M-V/def2-TZVPD.

Calculated values
- Orbital gap: 3.89 eV
- DFT total energy: -168265.354 eV
- Net charge: -1

The geometry in XYZ format:
```
52
C17H23Cl12 wB97M-V/def2-TZVPD
C 6.56 -2.69 0.65
C 5.14 -2.13 0.14
Cl 3.92 -1.74 1.45
C 4.83 -1.92 -1.22
Cl 6.18 -2.30 -2.44
C 3.48 -1.35 -1.81
C 2.28 -2.43 -1.74
C 1.27 -1.91 -0.57
C 0.98 -0.36 -0.60
C 0.08 0.27 0.48
C -0.51 -0.65 1.58
C -0.24 -2.17 1.59
C 0.67 -2.84 0.51
C 1.04 -4.39 0.48
H 6.70 -3.80 0.43
H 6.64 -2.44 1.77
H 7.37 -2.07 0.12
H 3.64 -1.17 -2.94
H 1.72 -2.45 -2.75
H 2.64 -3.50 -1.55
H 1.42 0.33 -1.40
H -0.10 1.40 0.46
H -1.16 -0.22 2.41
H -0.67 -2.86 2.41
H 2.15 -4.51 0.20
H 0.37 -4.94 -0.27
H 0.88 -4.79 1.55
C -1.25 -6.39 -2.81
Cl -0.99 -4.78 -2.14
Cl 0.00 -6.82 -3.97
H -1.24 -7.12 -1.99
H -2.22 -6.42 -3.30
C -1.59 3.58 2.42
Cl -2.34 2.01 2.70
Cl -0.38 3.50 1.13
H -2.36 4.30 2.14
H -1.10 3.91 3.34
C -2.60 -3.01 -5.51
Cl -3.33 -4.60 -5.30
Cl -1.40 -3.03 -6.82
H -3.38 -2.29 -5.76
H -2.11 -2.72 -4.59
C -4.59 6.78 2.44
Cl -4.43 5.08 1.97
Cl -3.07 7.65 2.22
H -5.36 7.25 1.83
H -4.88 6.83 3.49
C -3.62 10.72 3.85
Cl -5.00 9.86 4.56
Cl -3.79 12.46 4.06
H -2.71 10.38 4.33
H -3.58 10.49 2.78
```

=====

[3]
Computed, not measured: a cluster of 8 separate species, C26H37N4O23 in total, with wB97M-V/def2-TZVPD.

Calculated values
- Orbital gap: 9.50 eV
- DFT total energy: -80608.965 eV
- Net charge: +1

The geometry in XYZ format:
```
90
C26H37N4O23 wB97M-V/def2-TZVPD
O -5.99 -1.74 0.49
C -6.41 -1.90 -0.61
O -5.72 -1.52 -1.73
C -5.27 -2.61 -2.54
C -4.66 -2.05 -3.85
N -5.06 -0.68 -4.14
C -4.52 0.33 -3.48
N -3.52 0.19 -2.58
C -3.29 1.41 -2.15
N -4.07 2.31 -2.73
N -4.86 1.62 -3.61
H -7.41 -2.30 -0.82
H -6.09 -3.30 -2.75
H -4.49 -3.17 -2.02
H -5.01 -2.67 -4.67
H -3.58 -2.14 -3.86
H -5.74 -0.50 -4.86
H -2.58 1.71 -1.40
H -4.08 3.31 -2.57
H -5.57 2.06 -4.18
C -1.45 2.42 2.12
C -0.04 1.96 1.80
O 0.04 2.23 0.39
C -0.85 3.18 0.07
O -0.92 3.72 -0.99
O -1.68 3.42 1.11
H -1.57 2.86 3.10
H -2.18 1.62 1.99
H 0.72 2.56 2.31
H 0.14 0.91 2.00
C -0.46 -0.10 -4.51
C 0.84 -0.76 -4.11
O 0.38 -1.95 -3.45
C -0.85 -2.24 -3.88
O -1.44 -3.24 -3.64
O -1.35 -1.22 -4.64
H -0.40 0.44 -5.45
H -0.85 0.56 -3.73
H 1.44 -1.04 -4.98
H 1.45 -0.16 -3.44
C 3.47 -2.89 2.88
C 3.68 -2.06 1.63
O 2.61 -1.09 1.72
C 2.26 -0.99 3.02
O 1.54 -0.14 3.46
O 2.83 -1.94 3.76
H 4.39 -3.25 3.33
H 2.79 -3.72 2.72
H 4.63 -1.52 1.65
H 3.60 -2.63 0.71
C 6.50 0.81 5.02
C 5.81 0.51 3.70
O 5.89 -0.92 3.64
C 6.02 -1.40 4.90
O 5.91 -2.55 5.19
O 6.25 -0.40 5.76
H 6.08 1.65 5.56
H 7.58 0.93 4.92
H 4.76 0.80 3.72
H 6.30 0.94 2.84
C 4.45 -2.21 -7.23
C 4.78 -1.31 -8.42
O 3.73 -0.33 -8.34
C 3.27 -0.28 -7.08
O 2.52 0.54 -6.66
O 3.78 -1.30 -6.35
H 5.33 -2.62 -6.74
H 3.77 -3.01 -7.50
H 5.73 -0.80 -8.30
H 4.74 -1.81 -9.38
C 2.59 -0.78 7.13
C 3.71 -0.45 8.09
O 3.89 0.95 7.86
C 2.74 1.46 7.35
O 2.53 2.62 7.19
O 1.89 0.46 7.04
H 1.92 -1.56 7.48
H 2.95 -1.05 6.13
H 3.43 -0.61 9.13
H 4.64 -0.98 7.87
C -5.61 2.03 1.57
C -5.36 2.94 0.38
O -6.32 3.98 0.58
C -6.63 4.02 1.91
O -7.27 4.88 2.42
O -6.11 2.95 2.55
H -4.72 1.53 1.95
H -6.38 1.28 1.37
H -4.36 3.38 0.40
H -5.55 2.45 -0.57
```